The following is a DFT calculation (ωB97M-V/def2-TZVPD) of a molecular structure, C41H60BBaN9O4PSbSe.

```
! RIJCOSX wB97M-V def2-TZVPD def2/J DEFGRID3
* xyz -1 2
Ba 10.50 15.93 13.84
C 14.24 15.99 11.24
C 13.27 17.10 11.04
C 13.00 17.73 9.80
C 11.94 18.55 10.11
N 11.66 18.51 11.41
N 12.41 17.51 11.94
B 10.51 19.17 12.19
N 9.32 18.17 12.45
C 8.46 18.20 13.52
C 7.52 17.24 13.26
C 7.91 16.60 12.07
C 7.26 15.43 11.51
N 9.02 17.17 11.62
N 10.91 19.68 13.61
C 10.86 20.85 14.24
C 11.14 20.68 15.57
C 11.35 19.29 15.73
C 11.76 18.48 16.95
N 11.20 18.71 14.54
N 9.86 20.26 11.19
C 8.66 20.17 10.57
C 8.55 21.29 9.71
C 9.79 21.92 9.82
C 10.25 23.10 8.96
N 10.56 21.33 10.74
H 14.93 15.92 10.37
H 13.77 14.96 11.30
H 14.85 16.11 12.16
H 13.55 17.58 8.85
H 11.44 19.22 9.44
H 8.66 18.70 14.49
H 6.67 16.92 13.88
H 6.19 15.49 11.46
H 7.29 14.60 12.23
H 7.71 15.14 10.52
H 10.50 21.76 13.79
H 11.12 21.41 16.36
H 12.78 18.83 17.30
H 11.66 17.42 16.80
H 11.10 18.71 17.78
H 7.95 19.43 10.93
H 7.72 21.68 9.10
H 10.74 22.67 8.08
H 10.92 23.79 9.45
H 9.35 23.60 8.61
C 15.21 13.81 16.52
C 13.98 14.48 15.84
C 14.45 15.48 14.85
P 12.56 13.49 15.07
C 12.27 12.18 16.50
C 10.77 11.72 16.27
C 13.19 10.95 16.55
C 13.26 12.65 13.69
C 14.42 11.89 13.72
C 14.95 11.23 12.57
C 16.19 10.43 12.55
C 14.21 11.35 11.37
C 13.08 12.14 11.31
C 12.47 12.75 12.47
N 11.37 13.37 12.38
C 10.46 12.93 11.37
C 10.20 13.54 10.18
C 11.06 14.71 9.85
C 9.08 13.22 9.39
C 8.26 12.14 9.72
C 7.12 11.73 8.81
C 8.59 11.45 10.89
C 9.62 11.87 11.70
C 9.67 11.31 13.09
H 15.59 14.58 17.24
H 15.94 13.43 15.80
H 15.05 12.89 17.08
H 13.45 15.01 16.62
H 15.01 15.00 14.09
H 15.09 16.21 15.38
H 13.63 16.03 14.41
H 12.32 12.78 17.48
H 10.42 11.68 15.27
H 10.08 12.35 16.78
H 10.53 10.76 16.74
H 13.12 10.25 15.69
H 13.03 10.37 17.43
H 14.18 11.35 16.62
H 15.07 11.85 14.58
H 16.17 9.74 11.67
H 16.20 9.91 13.50
H 17.14 10.95 12.45
H 14.56 10.88 10.50
H 12.57 12.17 10.34
H 12.12 14.57 10.11
H 10.65 15.61 10.21
H 11.09 14.85 8.76
H 9.01 13.82 8.47
H 6.32 11.17 9.28
H 7.46 11.11 7.98
H 6.71 12.65 8.34
H 8.11 10.57 11.29
H 9.02 10.48 13.27
H 9.45 12.14 13.74
H 10.66 11.00 13.40
O 9.73 14.55 17.68
Se 8.71 15.20 16.54
O 9.44 16.60 16.20
O 8.79 14.39 15.06
O 7.15 15.46 16.92
C 12.45 15.71 21.41
Sb 11.31 15.49 19.51
C 10.75 13.55 20.27
C 9.63 16.68 20.19
H 11.87 15.14 22.20
H 12.41 16.75 21.55
H 13.41 15.30 21.26
H 11.61 12.84 20.05
H 9.84 13.20 19.71
H 10.60 13.63 21.38
H 9.22 16.17 21.08
H 8.78 16.59 19.46
H 9.94 17.72 20.30
*
```

The calculation puts the total energy at -5425.55438 Eh. The expectation value of S² is 0.80. The energy relative to the best compared isomer or geometry (same formula, charge and spin) is 38.95 kcal per mole. The HOMO-LUMO gap (spin up / spin down) comes out at 6.77 / 4.67 eV.

Atomic partial charges in e from the Löwdin method, atoms 1 to 99:
1. Ba 1.772
2. C -0.036
3. C -0.390
4. C -0.026
5. C -0.087
6. N 0.019
7. N 0.050
8. B -0.603
9. N -0.150
10. C -0.125
11. C -0.045
12. C -0.421
13. C -0.027
14. N 0.037
15. N 0.004
16. C -0.098
17. C -0.037
18. C -0.325
19. C -0.052
20. N 0.010
21. N -0.028
22. C -0.070
23. C -0.043
24. C -0.378
25. C -0.044
26. N 0.097
27. H 0.086
28. H 0.067
29. H 0.060
30. H 0.106
31. H 0.109
32. H 0.145
33. H 0.134
34. H 0.077
35. H 0.092
36. H 0.087
37. H 0.118
38. H 0.098
39. H 0.099
40. H 0.012
41. H 0.065
42. H 0.109
43. H 0.097
44. H 0.071
45. H 0.062
46. H 0.056
47. C -0.099
48. C -0.546
49. C -0.150
50. P 1.065
51. C -0.426
52. C -0.121
53. C -0.130
54. C -0.290
55. C -0.025
56. C -0.239
57. C -0.052
58. C -0.024
59. C 0.025
60. C -0.357
61. N 0.089
62. C -0.234
63. C -0.228
64. C -0.030
65. C -0.020
66. C -0.259
67. C -0.055
68. C -0.004
69. C -0.189
70. C -0.025
71. H 0.097
72. H 0.062
73. H 0.041
74. H 0.070
75. H 0.049
76. H 0.099
77. H 0.037
78. H 0.111
79. H -0.003
80. H 0.034
81. H 0.080
82. H 0.087
83. H 0.066
84. H 0.019
85. H 0.094
86. H 0.095
87. H 0.076
88. H 0.084
89. H 0.094
90. H 0.124
91. H 0.063
92. H 0.052
93. H 0.093
94. H 0.129
95. H 0.067
96. H 0.075
97. H 0.085
98. H 0.114
99. H 0.080

The following is a DFT calculation (ωB97M-V/def2-TZVPD) of 5 unconnected molecules or ions with the total composition C41H60F5IN2O7.

```
! RIJCOSX wB97M-V def2-TZVPD def2/J DEFGRID3
* xyz 0 1
H -1.84 -5.60 1.02
N -2.14 -5.30 0.05
C -1.44 -4.15 -0.31
C -1.68 -3.44 -1.81
C -1.77 -1.81 -1.82
C -2.98 -1.34 -0.84
F -4.01 -2.45 -0.75
F -3.87 -0.27 -1.45
C -2.72 -0.90 0.68
F -2.57 0.59 0.92
F -4.02 -1.18 1.41
F -1.72 -1.64 1.47
N -2.55 -1.56 -3.14
C -2.01 -0.45 -4.00
O -2.57 0.51 -4.73
C -0.38 -0.85 -3.82
C 0.39 0.28 -4.70
C 1.98 0.50 -4.46
C 2.57 1.24 -5.84
O 4.03 1.08 -5.99
C -0.30 -2.17 -4.75
C 1.16 -2.67 -5.29
C 1.89 -2.05 -6.67
C 3.34 -2.55 -7.25
C 4.20 -3.73 -6.50
C 3.52 -4.41 -5.17
C 2.07 -3.90 -4.61
C -0.42 -0.86 -2.14
C -0.58 0.69 -1.62
C 0.23 1.25 -0.36
C 0.59 0.39 0.93
C 2.08 0.89 1.49
C 3.27 1.48 2.02
C 0.82 -1.79 -1.67
C 2.31 -1.23 -1.52
O 2.88 -0.04 -1.49
I 3.83 -2.85 -1.20
H -0.67 -3.75 0.47
H -0.82 -3.92 -2.44
H -2.65 -4.00 -2.21
H -2.85 -2.41 -3.66
H -0.11 1.36 -4.61
H 0.24 0.02 -5.85
H 2.60 -0.49 -4.28
H 2.14 1.30 -3.61
H 2.05 0.82 -6.83
H 2.26 2.39 -5.81
H 4.16 0.25 -6.55
H -0.88 -3.12 -4.43
H -0.87 -1.85 -5.76
H 1.34 -1.19 -7.29
H 3.77 -2.02 -8.22
H 5.25 -4.08 -6.87
H 4.06 -5.29 -4.57
H 1.63 -4.43 -3.64
H -1.72 1.01 -1.44
H -0.30 1.51 -2.46
H -0.40 2.19 0.05
H 1.23 1.78 -0.74
H -0.16 0.68 1.81
H 0.62 -0.76 0.90
H 3.96 2.04 2.82
H 0.55 -2.28 -0.62
H 0.96 -2.75 -2.37
C -5.22 4.55 2.03
C -5.16 3.06 1.83
C -4.82 2.95 0.36
O -4.05 4.12 0.02
C -4.13 5.05 1.11
H -5.08 4.87 3.07
H -6.20 4.93 1.69
H -4.34 2.64 2.43
H -6.08 2.54 2.10
H -5.73 2.96 -0.25
H -4.25 2.05 0.13
H -3.16 5.05 1.62
H -4.33 6.05 0.72
C 3.08 -1.02 6.09
C 1.78 -1.76 6.23
C 0.95 -1.16 5.12
O 1.86 -0.78 4.08
C 3.20 -0.86 4.59
H 3.94 -1.53 6.53
H 3.00 -0.03 6.56
H 1.95 -2.83 6.04
H 1.32 -1.66 7.21
H 0.43 -0.26 5.46
H 0.21 -1.87 4.72
H 3.68 -1.73 4.13
H 3.75 0.04 4.30
C 3.56 -2.90 10.26
C 3.63 -4.39 10.06
C 3.96 -4.50 8.59
O 4.73 -3.34 8.25
C 4.66 -2.41 9.34
H 3.71 -2.59 11.30
H 2.59 -2.52 9.92
H 4.45 -4.81 10.66
H 2.71 -4.91 10.33
H 3.06 -4.49 7.97
H 4.54 -5.40 8.35
H 5.63 -2.40 9.84
H 4.46 -1.40 8.95
C -4.11 7.02 -3.87
C -4.34 6.54 -2.46
C -2.98 5.98 -2.09
O -2.01 6.75 -2.82
C -2.69 7.54 -3.80
H -4.82 7.79 -4.19
H -4.17 6.18 -4.56
H -4.58 7.39 -1.81
H -5.14 5.80 -2.37
H -2.88 4.94 -2.40
H -2.77 6.05 -1.02
H -2.66 8.58 -3.47
H -2.17 7.46 -4.76
*
```

The calculation puts the total energy at -3030.51733 Eh. The HOMO-LUMO gap comes out at 8.41 eV. The SMILES is [H]/N=C/C[C@]1(C(F)(F)C(F)(F)F)NC(=O)[C@](CCCO)(Cc2ccccc2)[C@]1(CCCC#C)CC(=O)I.C1CCOC1.C1CCOC1.C1CCOC1.C1CCOC1.

Atomic partial charges in e from the Löwdin method, atoms 1 to 99:
1. H 0.051
2. N 0.044
3. C -0.168
4. C -0.096
5. C -0.196
6. C -0.104
7. F 0.001
8. F 0.002
9. C -0.115
10. F 0.015
11. F 0.007
12. F 0.039
13. N 0.028
14. C -0.210
15. O 0.028
16. C -0.226
17. C -0.161
18. C -0.160
19. C -0.241
20. O -0.135
21. C -0.128
22. C -0.104
23. C -0.031
24. C -0.072
25. C -0.058
26. C -0.073
27. C -0.052
28. C -0.164
29. C -0.094
30. C -0.221
31. C -0.198
32. C -0.065
33. C 0.041
34. C -0.149
35. C -0.629
36. O -0.102
37. I 0.717
38. H 0.109
39. H 0.111
40. H 0.150
41. H 0.133
42. H 0.138
43. H 0.112
44. H 0.118
45. H 0.120
46. H 0.103
47. H 0.139
48. H 0.086
49. H 0.107
50. H 0.153
51. H 0.090
52. H 0.094
53. H 0.086
54. H 0.094
55. H 0.078
56. H 0.130
57. H 0.140
58. H 0.141
59. H 0.124
60. H 0.125
61. H 0.086
62. H 0.061
63. H 0.114
64. H 0.088
65. C -0.178
66. C -0.177
67. C -0.195
68. O -0.155
69. C -0.209
70. H 0.117
71. H 0.118
72. H 0.115
73. H 0.118
74. H 0.122
75. H 0.092
76. H 0.122
77. H 0.112
78. C -0.178
79. C -0.183
80. C -0.205
81. O -0.162
82. C -0.204
83. H 0.101
84. H 0.120
85. H 0.114
86. H 0.113
87. H 0.118
88. H 0.115
89. H 0.123
90. H 0.090
91. C -0.180
92. C -0.181
93. C -0.204
94. O -0.150
95. C -0.207
96. H 0.116
97. H 0.113
98. H 0.118
99. H 0.116